#A
This record from the Open Molecules 2025 dataset describes C4H12O3 as an isolated structure. The level of theory is wB97M-V/def2-TZVPD.

```
19
Properties=species:S:1:pos:R:3
C -0.452 1.187 0.275
C -0.709 0.453 1.572
C 0.529 -0.279 2.085
O -1.353 1.463 -0.510
O 0.619 2.017 0.388
H 0.622 2.637 -0.356
H -1.607 0.471 -2.240
H 0.400 -0.026 -1.188
H -1.030 1.194 2.310
H -1.535 -0.239 1.408
H 1.363 0.410 2.195
H 0.803 -1.079 1.399
H 0.321 -0.736 3.050
C 0.896 -1.037 -1.543
O 0.199 -2.110 -0.978
H -0.679 -2.153 -1.372
H 1.101 -1.191 -2.605
H 1.863 -0.984 -1.046
H -1.348 0.002 -2.843
```

The net charge is 0. The HOMO-LUMO gap is 11.04 eV. As for the HOMO energy: -0.3831 hartree.

Atomic partial charges in e from the Mulliken method, atoms 1 to 8:
1 C 0.49
2 C -0.22
3 C -1.07
4 O -0.63
5 O -0.46
6 H 0.37
7 H -0.09
8 H -0.02

#B
This record from the Open Molecules 2025 dataset describes a 2-piece molecular cluster, C4H12O3 overall. The level of theory is wB97M-V/def2-TZVPD.

```
19
Properties=species:S:1:pos:R:3
C -1.314 -1.612 -0.108
C 0.031 -0.899 -0.365
O 0.819 -0.955 0.836
C -0.186 0.570 -0.762
C 1.064 1.236 -1.296
O 2.163 1.174 -0.388
H -1.176 -2.175 0.818
H -1.456 -2.343 -0.873
H -2.086 -0.862 0.042
H 0.617 -1.321 -1.189
H 1.626 -0.476 0.627
H -1.002 0.688 -1.487
H -0.567 1.135 0.099
H 1.400 0.713 -2.201
H 0.917 2.259 -1.649
H 2.033 1.853 0.282
O -0.851 0.656 2.724
H -0.279 0.007 2.281
H -1.753 0.353 2.612
```

The net charge is 0. As for the SMILES: C[C@H](O)CCO.O. The HOMO-LUMO gap is 11.10 eV. As for the HOMO energy: -0.3769 hartree.

Atomic partial charges in e from the Mulliken method, atoms 1 to 8:
1 C -1.32
2 C 0.31
3 O -0.63
4 C -0.56
5 C -0.74
6 O -0.56
7 H 0.31
8 H 0.37

#C
This record from the Open Molecules 2025 dataset describes a 3-piece molecular cluster, C4H12O3 overall. The level of theory is wB97M-V/def2-TZVPD.

```
19
Properties=species:S:1:pos:R:3
C 1.600 -1.378 0.830
C 1.740 0.158 0.645
C 3.259 0.474 0.670
C 1.073 0.539 -0.617
O 0.021 1.118 -0.674
H 2.266 -1.757 1.601
H 0.559 -1.615 1.047
H 1.886 -1.934 -0.067
H 1.220 0.663 1.458
H 3.528 0.771 1.685
H 3.854 -0.381 0.377
H 3.454 1.401 0.126
H 1.696 0.263 -1.497
O -3.609 -1.597 -0.832
H -3.710 -0.925 -0.133
H -4.493 -1.478 -1.236
O -2.802 0.953 0.052
H -1.865 1.239 0.229
H -2.738 1.333 -0.839
```

The net charge is 0. As for the SMILES: CC(C)C=O.O.O. The HOMO-LUMO gap is 11.18 eV. As for the HOMO energy: -0.3776 hartree.

Atomic partial charges in e from the Mulliken method, atoms 1 to 8:
1 C -1.52
2 C 0.71
3 C -1.43
4 C -0.13
5 O -0.49
6 H 0.38
7 H 0.40
8 H 0.38

Stability, lowest: #A

#A
This record from the Open Molecules 2025 dataset describes a 2-piece molecular cluster, C4H12O3 overall. The level of theory is wB97M-V/def2-TZVPD.

```
19
Properties=species:S:1:pos:R:3
C -1.722 1.001 0.251
C -0.386 0.754 0.751
O 0.171 1.616 1.782
C 0.838 0.423 -0.046
C 1.719 -0.624 0.426
O 1.190 -1.959 0.494
H -2.168 1.800 -0.368
H -2.362 0.815 1.025
H -1.892 0.156 -0.346
H -0.389 -0.033 1.730
H 0.161 2.520 1.738
H 0.508 0.343 -1.088
H 1.484 1.342 -0.363
H 2.549 -0.741 -0.267
H 2.064 -0.394 1.429
H 0.873 -2.451 -0.304
O -0.842 -1.869 -2.304
H -0.828 -1.347 -1.526
H -0.967 -1.352 -3.015
```

The net charge is 0. As for the SMILES: C[C@H](O)CCO.O. The HOMO-LUMO gap is 10.42 eV. As for the HOMO energy: -0.3581 hartree.

Atomic partial charges in e from the Mulliken method, atoms 1 to 8:
1 C -1.42
2 C 0.51
3 O -0.51
4 C -0.50
5 C -0.58
6 O -0.55
7 H 0.33
8 H 0.43

#B
This record from the Open Molecules 2025 dataset describes a 4-piece molecular cluster, C4H12O3 overall. The level of theory is wB97M-V/def2-TZVPD.

```
19
Properties=species:S:1:pos:R:3
C 0.606 -2.582 1.168
C -0.949 -0.972 -1.925
O 0.207 2.887 -1.245
C -0.585 -1.753 -0.804
C 0.693 -2.079 -0.232
H 0.791 -3.673 1.265
H -0.350 -2.365 1.610
H 1.447 -2.174 1.695
H -1.983 -0.886 -2.223
H -0.304 -0.675 -2.730
H 0.993 3.509 -1.508
H -1.431 -2.197 -0.237
H 1.702 -2.126 -0.681
H 0.085 -0.233 0.524
H -0.033 1.124 1.294
O -0.317 0.177 1.288
H -0.026 3.686 1.668
H 0.159 3.053 -0.205
O 0.155 2.846 1.242
```

The net charge is 0. The HOMO-LUMO gap is 3.23 eV. As for the HOMO energy: -0.2664 hartree.

Atomic partial charges in e from the Mulliken method, atoms 1 to 8:
1 C -0.98
2 C -0.48
3 O -0.75
4 C -0.07
5 C 0.12
6 H 0.37
7 H 0.31
8 H 0.38

#C
This record from the Open Molecules 2025 dataset describes a 4-piece molecular cluster, C4H12O3 overall. The level of theory is wB97M-V/def2-TZVPD.

```
19
Properties=species:S:1:pos:R:3
C 0.438 -1.978 1.496
C -0.514 -1.111 1.133
C -1.912 -1.317 1.498
C -2.900 -0.455 1.309
H 0.157 -3.011 1.678
H 1.474 -1.817 1.220
H -0.218 -0.119 0.801
H -2.174 -2.312 1.840
H -3.921 -0.797 1.421
H -2.800 0.543 0.942
O 4.626 1.184 -1.036
H 4.345 0.573 -1.726
H 4.636 2.029 -1.498
O 1.249 1.124 -1.699
H 1.011 0.535 -2.427
H 0.960 0.576 -0.956
O -1.838 2.021 -1.459
H -1.592 2.264 -0.562
H -1.027 2.070 -1.974
```

The net charge is 0. As for the SMILES: C=CC=C.O.O.O. The HOMO-LUMO gap is 9.62 eV. As for the HOMO energy: -0.3357 hartree.

Atomic partial charges in e from the Mulliken method, atoms 1 to 8:
1 C -0.74
2 C 0.22
3 C -0.08
4 C -0.76
5 H 0.25
6 H 0.30
7 H 0.22
8 H 0.21

Stability, lowest: #B

#A
This record from the Open Molecules 2025 dataset describes an isolated ion of composition C3H12N3S and charge +1. The level of theory is wB97M-V/def2-TZVPD.

```
19
Properties=species:S:1:pos:R:3
C -0.574 0.597 -1.495
C -0.770 0.422 0.014
N -0.482 1.582 0.721
S -2.421 -0.408 0.337
C 0.304 -0.702 0.523
N 0.793 -1.717 -0.323
N 1.519 0.061 1.031
H -1.267 1.245 -1.895
H -0.725 -0.396 -1.836
H 0.376 0.983 -1.779
H -0.851 1.772 1.566
H -0.257 2.408 0.195
H -2.634 -0.912 -0.898
H -0.074 -1.142 1.436
H 0.275 -2.030 -1.150
H 1.196 -2.489 0.192
H 1.970 -0.495 1.833
H 2.285 0.148 0.301
H 1.336 1.075 1.228
```

The net charge is +1. As for the SMILES: C[C@@](N)(S)[C@@H](N)[NH3+]. The HOMO-LUMO gap is 9.76 eV. As for the HOMO energy: -0.4807 hartree.

Atomic partial charges in e from the Mulliken method, atoms 1 to 8:
1 C -1.79
2 C 0.81
3 N -0.61
4 S -0.15
5 C -0.26
6 N -0.50
7 N -0.38
8 H 0.44

#B
This record from the Open Molecules 2025 dataset describes a 2-piece molecular cluster, C3H12N3S overall. The level of theory is wB97M-V/def2-TZVPD.

```
19
Properties=species:S:1:pos:R:3
C -1.683 0.087 0.890
C 0.897 0.965 0.549
C 1.184 -0.450 0.389
N -2.198 -0.915 -0.064
N 0.933 1.914 -0.382
N 0.580 -1.233 -0.676
S 3.135 -0.231 0.109
H -2.136 0.996 0.483
H -1.856 -0.118 1.945
H 0.932 1.459 1.509
H 1.123 -1.057 1.265
H -1.628 -1.045 -0.901
H -2.312 -1.926 0.369
H 0.595 2.807 -0.183
H 1.122 1.703 -1.424
H 0.439 -0.811 -1.627
H 1.174 -1.985 -0.836
H -3.136 -0.695 -0.397
H 2.833 0.535 -1.018
```

The net charge is +1. The HOMO-LUMO gap (spin up / spin down) is 7.32 / 7.32 eV. As for the HOMO energy (spin up / spin down): -0.4062 / -0.4062 hartree.

Atomic partial charges in e from the Mulliken method, atoms 1 to 8:
1 C -0.98
2 C 0.03
3 C -0.49
4 N -0.28
5 N -0.31
6 N -0.46
7 S -0.10
8 H 0.28

#C
This record from the Open Molecules 2025 dataset describes a 3-piece molecular cluster, C3H12N3S overall. The level of theory is wB97M-V/def2-TZVPD.

```
19
Properties=species:S:1:pos:R:3
C -2.581 1.903 -0.191
C 1.186 1.666 -0.118
C -1.169 1.744 -0.103
N -0.046 -0.069 -1.138
N -0.154 1.110 -0.514
N 1.386 -1.820 0.442
S -0.500 1.042 3.270
H -3.193 1.054 0.061
H -3.077 2.614 0.505
H -2.906 2.081 -1.253
H 1.657 2.282 -0.919
H 1.156 2.333 0.808
H 1.790 0.736 0.099
H 0.677 -0.893 -0.857
H -0.770 -0.435 -1.675
H 2.089 -2.581 0.155
H 0.611 -2.148 1.005
H 1.906 -1.176 0.997
H -0.534 1.596 4.474
```

The net charge is +1. The HOMO-LUMO gap (spin up / spin down) is 8.32 / 7.17 eV. As for the HOMO energy (spin up / spin down): -0.4906 / -0.4778 hartree.

Atomic partial charges in e from the Mulliken method, atoms 1 to 8:
1 C -1.11
2 C -0.65
3 C 0.52
4 N -0.63
5 N 0.42
6 N -0.84
7 S -0.15
8 H 0.35

Stability, lowest: #C